Record 1
This record from OMol25 describes 2 unconnected molecules or ions with the total composition C2H3F2P. The level of theory is ωB97M-V/def2-TZVPD.

Last column: natural (NBO) charge in e.
Positions of all 8 atoms, in Å:
C (-0.1404, -1.2231, -0.0245)  -0.68
C (0.4265, 0.0123, 0.5132)  0.06
F (-0.7621, 2.0320, -0.6832)  -0.57
F (1.4626, 0.8512, 0.2938)  -0.32
P (-0.8696, -0.3700, 1.4820)  0.55
H (-0.7762, -1.2470, -1.0133)  0.20
H (0.4459, -2.1112, 0.0513)  0.20
H (0.2132, 2.0558, -0.6193)  0.57

Cartesian forces (eV/Å) of the 6 atoms listed first:
C -0.69 0.30 -2.81
C -1.32 -0.42 1.49
F 2.32 0.42 -0.17
F -0.67 -0.62 -0.20
P 1.29 0.69 -0.20
H 1.25 0.35 1.79

Computed properties:
**Structure (SMILES)**: FC1=PC1.F
**Frontier orbital gap**: 9.2 eV
**Total charge**: 0
**ΔE to the lowest compared entry with this formula, charge and spin**: 77.2 kcal per mole

***

Record 2
This record from OMol25 describes 4 unconnected molecules or ions with the total composition C25H60N3O9S. The level of theory is ωB97M-V/def2-TZVPD.

Last column: Löwdin charge in e.
Positions of all 98 atoms, in Å:
C (0.7827, -0.7686, 4.0725)  -0.04
C (1.5996, -1.7282, 3.2138)  -0.20
O (1.1494, -3.0998, 3.2282)  -0.23
C (0.8968, -3.6750, 4.4778)  -0.23
C (-0.6278, -3.8440, 4.7602)  -0.31
S (-1.5673, -3.9362, 3.2253)  1.18
C (-2.5806, -2.4314, 3.1326)  -0.32
C (-4.0549, -2.8091, 3.2781)  -0.25
O (-4.8148, -1.6695, 2.9388)  -0.03
C (-5.7650, -1.2704, 3.8518)  -0.32
O (-6.8423, -0.9260, 3.5239)  0.16
H (1.2531, -0.5759, 5.0388)  0.08
H (-0.2373, -1.1256, 4.2410)  0.05
H (0.7373, 0.1920, 3.5586)  0.07
H (1.5518, -1.4392, 2.1654)  0.10
H (2.6535, -1.7052, 3.5114)  0.13
H (1.3536, -4.6667, 4.4890)  0.13
H (1.3331, -3.0962, 5.2960)  0.14
H (-0.8180, -4.7840, 5.2783)  0.09
H (-1.0546, -3.0347, 5.3540)  0.09
H (-0.5827, -3.6632, 2.3361)  0.02
H (-2.2455, -1.7581, 3.9214)  0.09
H (-2.3983, -1.9762, 2.1570)  0.10
H (-4.3065, -3.6233, 2.5924)  0.13
H (-4.2712, -3.1612, 4.2947)  0.13
H (-5.3708, -1.2270, 4.8823)  0.15
C (7.2731, 1.2775, 1.8267)  -0.12
O (6.8317, 2.4748, 2.4304)  -0.20
C (6.5860, 3.5385, 1.5167)  -0.21
C (5.1210, 3.9119, 1.5254)  -0.21
N (4.3117, 2.8338, 0.9768)  -0.05
C (2.8745, 3.0210, 1.1025)  -0.20
C (2.2836, 3.0730, 2.5059)  -0.21
O (2.3783, 1.8434, 3.2147)  -0.21
C (3.5806, 1.6468, 3.9373)  -0.09
H (7.5152, 0.5834, 2.6298)  0.09
H (6.5060, 0.8283, 1.1846)  0.08
H (8.1715, 1.4406, 1.2234)  0.09
H (6.9019, 3.2531, 0.5090)  0.12
H (7.1783, 4.4019, 1.8298)  0.12
H (4.9778, 4.8098, 0.9172)  0.13
H (4.8521, 4.1684, 2.5603)  0.11
H (4.5787, 1.9674, 1.4279)  0.07
H (2.3833, 2.2070, 0.5623)  0.12
H (2.6015, 3.9495, 0.5900)  0.12
H (1.2156, 3.2840, 2.4102)  0.12
H (2.7174, 3.8777, 3.1094)  0.11
H (3.9916, 2.5934, 4.2962)  0.09
H (4.3474, 1.1407, 3.3445)  0.08
H (3.3479, 1.0222, 4.8018)  0.08
C (-1.4066, -2.0156, -4.4685)  -0.10
O (-1.5737, -3.1461, -3.6309)  -0.20
C (-0.7048, -4.2344, -3.9175)  -0.21
C (0.2296, -4.4562, -2.7481)  -0.22
N (1.1511, -3.3390, -2.6146)  -0.04
C (1.9344, -3.3280, -1.3907)  -0.19
C (1.1779, -3.1548, -0.0785)  -0.23
O (0.5583, -1.8871, 0.0911)  -0.20
C (-0.7229, -1.7420, -0.4930)  -0.09
H (-2.1727, -1.2925, -4.1969)  0.07
H (-0.4219, -1.5509, -4.3385)  0.09
H (-1.5257, -2.2819, -5.5232)  0.09
H (-0.1367, -4.0438, -4.8323)  0.13
H (-1.3123, -5.1298, -4.0710)  0.12
H (0.8026, -5.3756, -2.9004)  0.13
H (-0.4028, -4.6046, -1.8587)  0.10
H (0.6318, -2.4735, -2.6860)  0.07
H (2.6612, -2.5150, -1.4607)  0.13
H (2.5053, -4.2602, -1.3319)  0.12
H (1.9004, -3.2412, 0.7369)  0.11
H (0.4333, -3.9532, 0.0645)  0.11
H (-1.2697, -2.6928, -0.4913)  0.09
H (-0.6835, -1.3793, -1.5214)  0.08
H (-1.2744, -1.0054, 0.0954)  0.08
C (-4.7824, 0.4932, -4.2085)  -0.11
O (-3.4193, 0.8267, -4.3866)  -0.23
C (-3.1387, 1.5148, -5.6033)  -0.21
C (-2.6956, 2.9338, -5.3267)  -0.22
N (-3.7879, 3.7223, -4.7821)  -0.05
C (-3.4165, 5.0582, -4.3331)  -0.20
C (-2.4350, 5.1678, -3.1725)  -0.22
O (-2.9433, 4.6846, -1.9406)  -0.18
C (-2.7564, 3.3078, -1.6987)  -0.11
H (-4.8486, -0.1201, -3.3108)  0.09
H (-5.4125, 1.3789, -4.0787)  0.08
H (-5.1659, -0.0830, -5.0562)  0.09
H (-4.0179, 1.5035, -6.2535)  0.13
H (-2.3302, 0.9828, -6.1133)  0.12
H (-2.3631, 3.3873, -6.2654)  0.13
H (-1.8229, 2.8842, -4.6585)  0.11
H (-4.2025, 3.2168, -4.0090)  0.07
H (-4.3331, 5.5790, -4.0477)  0.12
H (-2.9953, 5.6027, -5.1848)  0.12
H (-2.2219, 6.2277, -3.0167)  0.12
H (-1.4800, 4.6760, -3.3963)  0.11
H (-1.8312, 2.9422, -2.1567)  0.09
H (-3.5870, 2.6982, -2.0683)  0.07
H (-2.6910, 3.1718, -0.6183)  0.08

Cartesian forces (eV/Å) of the 6 atoms listed first:
C 0.12 0.08 -0.03
C 0.23 0.20 -0.06
O -0.12 0.07 0.03
C 0.10 -0.11 0.03
C 0.27 0.04 0.16
S -0.51 -0.55 -0.21

Computed properties:
**Frontier orbital gap**: 7.3 eV
**Total charge**: +1

***

Record 3
This record from OMol25 describes 2 unconnected molecules or ions with the total composition HNO3S. The level of theory is ωB97M-V/def2-TZVPD.

Last column: natural (NBO) charge in e.
Positions of all 6 atoms, in Å:
N (1.0949, 0.2481, 0.0185)  0.66
O (0.5520, 0.8260, -0.8861)  -0.29
O (2.0768, 0.2933, 0.6871)  -0.25
O (-0.2443, -0.8814, 0.6346)  -0.71
S (-1.4322, -0.8594, -0.3349)  0.54
H (-2.0470, 0.3732, -0.1192)  0.06

Atomic forces in eV per Å
N -2.10 -0.14 -0.35
O 2.29 -0.32 1.36
O -1.21 0.16 -1.30
O 1.50 0.49 0.96
S -0.88 0.54 -0.85
H 0.40 -0.73 0.18

Computed properties:
**Frontier orbital gap (alpha / beta)**: 8.2 / 8.2 eV
**Total charge**: 0
**ΔE to the lowest compared entry with this formula, charge and spin**: 48.8 kcal per mole

***

What is the total charge in the third record?
0

***

What is the total charge in the first record?
0